No. 1
Molecular formula: C4H13O3S
Method: DFT, ωB97M-V with the def2-TZVPD basis set

```
21
Properties=species:S:1:pos:R:3:nbo_charge:R:1
C -0.34371 1.80112 -1.44877 0.260
O -1.35542 2.58060 -1.37509 -0.808
C -0.07889 0.80575 -0.53006 -0.540
C 1.32490 0.23148 -0.67661 -0.431
C 1.45473 -1.24472 -1.01225 -0.486
S 3.17168 -1.91756 -1.06153 -0.121
H 0.35765 2.02931 -2.25831 0.086
H 1.40694 2.75848 4.39909 -0.012
H -0.72434 0.67512 0.32241 0.170
H -3.08992 0.04387 0.33422 0.460
H 1.77269 0.70484 -1.55560 0.199
H 2.04268 0.53715 0.10787 0.169
H 1.07146 -1.31323 -2.04751 0.202
H 0.84802 -2.01215 -0.52320 0.192
H 2.92069 -3.19740 -1.51642 0.114
H -1.84274 -2.54150 1.49155 0.462
H -1.28709 -1.32750 1.95590 0.470
O -1.89602 -1.99404 2.27016 -0.932
H 1.32530 2.08115 4.07462 0.012
H -3.27290 0.97173 -0.73245 0.496
O -3.80570 0.32751 -0.21802 -0.962
```

Values from the calculation:
Net charge: -1
Orbital gap, eV: 5.86
Lowest unoccupied orbital energy, eV: 2.9
Molecular weight, g mol⁻¹: 141.21
Relative energy (zero: lowest compared OMol25 entry of this formula, charge and spin), kcal per mole: 42.39
HOMO energy, eV: -3.0

***

No. 2
Molecular formula: C4H13O4
Method: DFT, ωB97M-V with the def2-TZVPD basis set

```
21
Properties=species:S:1:pos:R:3:nbo_charge:R:1
C 0.98821 -1.31984 -1.45460 -0.051
O 0.26721 -0.19132 -1.85412 -0.778
C 1.47666 -1.16966 -0.00137 -0.461
C 0.40014 -1.33024 1.10457 -0.430
C -0.47772 -0.12254 1.57963 -0.029
O -0.87659 0.66733 0.51151 -0.998
H 0.38961 -2.24424 -1.54611 0.128
H 1.79888 -1.34506 -2.18166 0.158
H -0.29849 0.07268 -1.05260 0.508
H 1.72837 -0.07197 0.16375 0.218
H 2.47405 -1.56252 0.23360 0.197
H -0.31073 -2.03636 0.63699 0.172
H 0.84582 -1.93951 1.90886 0.181
H 0.06249 0.50123 2.26933 0.128
H -1.37382 -0.60665 2.00612 0.125
H -2.90339 0.98283 -0.32496 0.476
H -1.86224 2.01254 -0.41325 0.495
O -2.82554 1.93307 -0.47985 -0.981
H 0.15331 1.92835 0.09671 0.508
H -0.09480 2.98321 -0.99425 0.446
O 0.43859 2.85864 -0.20830 -1.012
```

Values from the calculation:
Net charge: -1
Orbital gap, eV: 8.26
Lowest unoccupied orbital energy, eV: 3.9
Molecular weight, g mol⁻¹: 125.14
Relative energy (zero: lowest compared OMol25 entry of this formula, charge and spin), kcal per mole: 25.68
HOMO energy, eV: -4.3

***

No. 3
Molecular formula: C4H13O5PTa
Method: DFT, ωB97M-V with the def2-TZVPD basis set

```
24
Properties=species:S:1:pos:R:3:nbo_charge:R:1
O 4.09235 0.69184 -0.03862 -0.547
C 2.93953 0.75645 0.03089 0.801
O 2.34053 2.01990 0.07207 -0.760
C 2.01198 -0.40225 0.10585 -0.540
C 0.92229 -0.36247 -0.99889 -0.989
Ta -0.73150 -1.89424 -0.39319 2.158
C -1.57204 -0.37655 1.17940 -1.444
P -2.10766 1.21152 0.54612 2.341
O -3.16906 1.73418 1.38970 -1.135
O -0.87374 2.28390 0.62459 -0.981
O -2.66063 1.15688 -0.96994 -0.969
H 2.24595 2.23212 1.00993 0.487
H 2.51660 -1.35708 0.06960 0.239
H 1.47226 -0.38669 1.05228 0.229
H 1.32911 -0.64287 -1.97058 0.222
H 0.51063 0.64312 -1.08722 0.194
H 0.38992 -2.64037 0.90800 -0.480
H -1.98061 -3.19336 0.09009 -0.444
H -1.84608 -1.26922 -1.75694 -0.476
H -0.02090 -3.15900 -1.56425 -0.423
H -2.39603 -0.88674 1.66505 0.279
H -0.81152 -0.14087 1.92004 0.260
H -0.58838 2.50424 -0.27381 0.486
H -2.01302 1.47756 -1.61016 0.490
```

Values from the calculation:
Net charge: -1
Orbital gap, eV: 7.93
Lowest unoccupied orbital energy, eV: 2.6
Molecular weight, g mol⁻¹: 353.06
HOMO energy, eV: -5.3

***

No. 4
Molecular formula: C4H14BO15
Method: DFT, ωB97M-V with the def2-TZVPD basis set

```
34
Properties=species:S:1:pos:R:3:nbo_charge:R:1
O 1.71191 0.15607 2.83135 -0.581
C 1.07742 -0.23440 1.89148 0.691
O 0.35167 0.47940 1.06386 -0.641
B -0.09096 -0.37053 -0.06007 1.157
O 0.45024 -1.70865 0.23205 -0.640
C 1.10422 -1.69304 1.37849 0.698
O 1.64412 -2.62175 1.90866 -0.594
O 0.38748 0.15004 -1.35463 -0.646
C -0.64849 0.34526 -2.15277 0.688
O -0.62277 0.85661 -3.23739 -0.576
C -1.91413 -0.05394 -1.39921 0.703
O -1.56953 -0.42504 -0.18573 -0.628
O -3.02902 0.03151 -1.83410 -0.608
O -4.58582 -2.36174 -2.60423 -0.950
H -4.55563 -1.46471 -2.25167 0.487
H -4.45947 -2.24929 -3.55033 0.463
O 3.93850 -2.60792 3.82623 -0.968
H 4.53531 -1.95662 3.44964 0.464
H 3.11613 -2.48916 3.33217 0.496
O -3.87969 1.94085 -4.01080 -0.954
H -3.59940 1.17220 -3.49561 0.491
H -4.76949 2.12672 -3.69962 0.457
O 0.59795 3.80617 -0.65199 -0.949
H 1.00202 3.36340 0.10070 0.469
H 0.49753 3.12472 -1.32569 0.479
O 0.93689 3.19487 -3.82078 -0.957
H 0.22214 2.55478 -3.95468 0.493
H 1.73196 2.70378 -4.04417 0.462
O 0.88983 -4.32723 4.34485 -0.949
H 0.81771 -4.41451 3.38902 0.477
H 1.83466 -4.23002 4.50206 0.474
O 2.22107 2.77275 3.92290 -0.958
H 3.06575 2.32365 3.83837 0.464
H 1.58990 2.10578 3.62162 0.489
```

Values from the calculation:
Net charge: -1
Orbital gap, eV: 10.88
Lowest unoccupied orbital energy, eV: 2.6
Molecular weight, g mol⁻¹: 312.95
HOMO energy, eV: -8.3

***

No. 5
Molecular formula: C4H14BrFeO8P
Method: DFT, ωB97M-V with the def2-TZVPD basis set

```
29
Properties=species:S:1:pos:R:3:mulliken_spin:R:1
Fe 0.73078 0.06173 -1.32923 3.744
Br -0.05420 -0.33952 -3.74137 0.034
P 2.32220 -0.95105 0.12176 -0.019
O 1.17746 -0.05387 0.75864 0.042
O 3.66313 -1.16889 0.77493 0.005
O 2.71560 0.08168 -1.06284 0.133
O 1.45329 -1.88351 -0.77509 0.035
C -0.67105 2.96968 -1.53102 -0.002
O -0.06710 1.98918 -0.72728 0.014
H -0.11294 3.91616 -1.46065 0.000
H -0.63355 2.74425 -2.59492 0.001
H -1.71163 3.14218 -1.23389 0.001
H -0.04436 2.25814 0.20221 0.001
C 1.05374 1.88656 3.39453 0.001
O 0.90001 2.11618 2.01855 0.000
H 1.50741 2.77001 3.85229 0.000
H 0.11542 1.53277 3.83634 0.000
H 1.80989 1.10183 3.54556 0.000
H 1.01265 1.24138 1.51487 -0.003
C -2.10658 -1.82701 -0.89407 0.004
C -1.56669 -3.15392 -0.37850 0.001
O -0.40510 -3.55742 -1.03006 0.000
O -1.22902 -0.78998 -0.51920 0.009
H -3.08374 -1.62001 -0.42039 0.001
H -2.26632 -1.82183 -1.96906 0.000
H -2.37560 -3.87901 -0.56141 0.000
H -1.38383 -3.11933 0.70865 0.000
H 0.31677 -2.86100 -0.93203 -0.002
H -1.06663 -0.78536 0.43267 0.000
```

Values from the calculation:
Net charge: -2
Orbital gap (alpha / beta), eV: 5.92 / 5.83
Lowest unoccupied orbital energy (alpha / beta), eV: 5.3 / 5.3
Spin multiplicity: 5
Molecular weight, g mol⁻¹: 356.87
Expectation value of S²: 6.01
HOMO energy (alpha / beta), eV: -0.6 / -0.5

***

No. 6
Molecular formula: C4H14Cd2O5
Method: DFT, ωB97M-V with the def2-TZVPD basis set

```
25
Properties=species:S:1:pos:R:3:nbo_charge:R:1
Cd 0.56729 0.00481 0.99917 1.776
Cd -0.65112 -0.78713 3.62085 1.665
C -1.91659 3.13687 -0.88358 -0.630
C -0.54541 2.56631 -1.12868 -0.022
O -0.11057 1.65150 -0.18501 -1.093
H -2.10039 4.03213 -1.48733 0.195
H -1.94181 3.54689 0.13221 0.194
H -2.70248 2.40008 -1.04955 0.191
H 0.19354 3.39301 -1.17583 0.112
H -0.41472 2.13854 -2.13913 0.125
C 0.49601 -3.26636 -1.72635 -0.628
C -0.12833 -2.52967 -0.54464 -0.055
O 0.87614 -2.06749 0.34997 -1.049
H 1.10103 -2.58362 -2.33424 0.197
H -0.25537 -3.67975 -2.40147 0.194
H 1.18921 -4.02000 -1.35428 0.203
H -0.70725 -3.28884 0.00375 0.123
H -0.73809 -1.66928 -0.83253 0.138
O 0.93712 0.18372 3.09855 -1.321
H 1.22748 0.90657 3.65175 0.485
O -1.32269 -0.50155 1.74811 -1.331
H -2.12403 -0.24801 1.29788 0.502
O 2.69713 0.31345 0.58579 -0.966
H 3.26093 0.92840 1.07370 0.488
H 3.11298 -0.56056 0.68089 0.508
```

Values from the calculation:
Orbital gap, eV: 3.86
Lowest unoccupied orbital energy, eV: -3.1
Molecular weight, g mol⁻¹: 366.97
HOMO energy, eV: -7.0